Record 1
DFT (ωB97M-V with the def2-TZVPD basis set) results for a molecular structure, C15H32HfNO2PSSi at a distorted geometry.

ORCA input file:
```
! RIJCOSX wB97M-V def2-TZVPD def2/J DEFGRID3
* xyz 0 1
Hf -0.06 0.53 0.69
Si 1.82 0.97 -1.31
P 0.03 0.84 -2.74
N -0.72 -1.27 0.23
H 0.18 2.20 1.23
C -1.75 0.53 -2.54
H -2.13 0.15 -3.50
H -2.27 1.45 -2.28
H -1.94 -0.21 -1.76
C 0.11 2.36 -3.74
H -0.49 2.20 -4.64
H 1.14 2.60 -4.02
H -0.31 3.21 -3.17
C 0.58 -0.49 -3.85
H -0.07 -0.48 -4.73
H 0.49 -1.46 -3.34
H 1.62 -0.34 -4.15
C 2.54 2.68 -1.07
H 2.67 2.85 0.00
H 1.90 3.46 -1.49
H 3.52 2.70 -1.56
H 1.73 0.28 0.06
H 2.88 0.17 -2.00
C -0.78 -2.56 -0.04
C -1.95 -4.72 0.00
C -1.94 -3.36 0.26
C 0.33 -3.23 -0.64
C 0.30 -4.59 -0.90
C -0.84 -5.35 -0.58
H -2.84 -5.32 0.24
H -2.80 -2.85 0.70
H 1.20 -2.60 -0.88
H 1.18 -5.07 -1.34
H -0.84 -6.43 -0.79
C -1.14 2.65 1.11
O -1.71 1.60 0.34
C -1.81 2.72 2.47
H -1.36 3.47 3.12
H -1.78 1.77 3.01
H -2.87 3.00 2.31
C -1.09 3.99 0.37
H -1.97 4.12 -0.27
H -0.18 4.06 -0.25
H -1.03 4.82 1.09
C 2.02 -0.20 4.75
S 1.73 -0.96 3.14
C 0.57 -2.26 3.64
O 0.74 0.09 2.48
H 2.74 -0.83 5.28
H 1.08 -0.11 5.30
H 2.46 0.79 4.58
H -0.12 -2.47 2.82
H 1.19 -3.15 3.84
H 0.03 -1.95 4.53
*
```

Properties
E_tot (Eh): -1872.84100
Kohn-Sham gap (Ha): 0.1453
HOMO energy (eV): -3.896

=====

Record 2
DFT (ωB97M-V with the def2-TZVPD basis set) results for a molecular structure, C44H42BN7PRbS2 at a distorted geometry.

ORCA input file:
```
! RIJCOSX wB97M-V def2-TZVPD def2/J DEFGRID3
* xyz -2 1
Rb -0.03 -0.07 -0.08
C -3.61 -0.85 1.37
C -2.92 -0.28 2.56
C -3.27 -0.39 3.92
C -2.26 0.26 4.61
C -2.12 0.47 6.08
N -1.38 0.72 3.69
N -1.79 0.40 2.44
B -0.06 1.49 3.93
N 1.18 0.58 3.67
N 1.55 0.23 2.42
C 2.61 -0.56 2.54
C 3.26 -1.13 1.32
C 2.94 -0.73 3.90
C 2.00 0.01 4.59
C 1.87 0.19 6.06
N 0.00 2.76 3.04
N 0.07 2.69 1.70
C 0.07 3.93 1.25
C 0.13 4.22 -0.22
C -0.02 4.84 2.33
C -0.06 4.05 3.45
C -0.17 4.46 4.89
H -4.69 -0.90 1.52
H -3.42 -0.25 0.48
H -3.24 -1.86 1.17
H -4.13 -0.88 4.35
H -3.00 0.07 6.58
H -1.24 -0.03 6.48
H -2.04 1.53 6.33
H -0.03 1.83 5.08
H 2.96 -0.57 0.44
H 4.35 -1.09 1.40
H 2.97 -2.18 1.18
H 3.74 -1.32 4.32
H 2.71 -0.28 6.56
H 1.85 1.25 6.34
H 0.95 -0.26 6.45
H 0.21 3.30 -0.79
H -0.76 4.75 -0.56
H 1.00 4.85 -0.46
H -0.05 5.92 2.30
H -0.21 5.55 4.94
H -1.06 4.06 5.36
H 0.69 4.12 5.47
S 1.91 1.27 -3.63
C 0.28 1.67 -3.75
N -0.65 1.64 -2.83
C -1.89 2.02 -3.27
C -3.04 2.08 -2.49
C -4.25 2.44 -3.07
C -4.33 2.76 -4.42
C -3.18 2.73 -5.22
C -1.98 2.37 -4.64
S -0.40 2.21 -5.35
H -2.98 1.82 -1.44
H -5.15 2.47 -2.46
H -5.28 3.03 -4.87
H -3.23 2.99 -6.27
C 1.10 -6.07 -5.10
C -0.20 -5.59 -5.01
C -0.60 -4.83 -3.92
C 0.29 -4.52 -2.88
C 1.59 -5.01 -3.00
C 2.00 -5.78 -4.08
P -0.06 -3.57 -1.22
C -1.56 -2.73 -1.89
C -1.36 -1.81 -2.93
C -2.43 -1.20 -3.56
C -3.73 -1.48 -3.14
C -3.94 -2.38 -2.11
C -2.86 -3.00 -1.49
C -0.78 -5.08 -0.41
C -1.04 -6.38 -0.75
C -1.55 -7.24 0.26
C -1.76 -6.82 1.55
C -1.47 -5.49 1.93
C -1.55 -4.91 3.22
C -1.16 -3.60 3.40
C -0.71 -2.78 2.32
C -0.68 -3.27 1.03
C -1.03 -4.63 0.91
H 1.41 -6.66 -5.96
H -0.91 -5.81 -5.80
H -1.62 -4.48 -3.87
H 2.30 -4.77 -2.21
H 3.02 -6.14 -4.14
H -0.34 -1.59 -3.25
H -2.26 -0.49 -4.36
H -4.56 -0.98 -3.62
H -4.95 -2.59 -1.77
H -3.03 -3.71 -0.69
H -0.85 -6.76 -1.75
H -1.78 -8.27 0.00
H -2.14 -7.53 2.29
H -1.89 -5.50 4.07
H -1.19 -3.18 4.40
H -0.39 -1.77 2.56
*
```

Properties
Energy above the lowest of the compared OMol25 structures with the same formula, charge and spin (eV): 0.760
E_tot (Eh): -3272.04444
Kohn-Sham gap (Ha): 0.2065
HOMO energy (eV): -1.750

=====

Record 3
DFT (ωB97M-V with the def2-TZVPD basis set) results for C4H7NO2 in the gas phase at a distorted geometry.

ORCA input file:
```
! RIJCOSX wB97M-V def2-TZVPD def2/J DEFGRID3
* xyz 0 1
C -0.85 -1.19 0.31
C -0.10 0.12 0.35
N -0.67 1.27 0.40
O -2.04 1.19 0.53
C 1.36 0.06 -1.24
C 1.45 0.31 0.23
O 1.46 -1.10 -1.61
H -1.42 -1.26 1.24
H -1.59 -1.27 -0.51
H -0.16 -2.03 0.21
H -2.27 2.11 0.73
H 0.97 0.86 -1.89
H 2.24 -0.37 0.58
H 1.63 1.29 0.67
*
```

Properties
Energy above the lowest of the compared OMol25 structures with the same formula, charge and spin (eV): 3.322
E_tot (Eh): -361.75877
Kohn-Sham gap (Ha): 0.3825
Structure (SMILES): C/C(CC=O)=N\O
HOMO energy (eV): -9.576

=====

Record 4
DFT (ωB97M-V with the def2-TZVPD basis set) results for C16H17NOS in the gas phase.

ORCA input file:
```
! RIJCOSX wB97M-V def2-TZVPD def2/J DEFGRID3
* xyz 0 1
C 4.03 1.62 1.93
C 3.26 0.84 0.90
C 3.81 -0.31 0.35
C 3.12 -1.03 -0.62
C 1.87 -0.59 -1.02
C 1.31 0.56 -0.48
C 2.01 1.27 0.49
H 1.57 2.16 0.92
N 0.04 0.94 -0.94
C -0.74 1.98 -0.54
O -0.44 2.78 0.32
C -2.04 2.07 -1.32
H -2.17 1.27 -2.04
H -2.08 3.04 -1.82
S -3.52 2.10 -0.24
C -3.74 0.38 0.15
C -2.68 -0.42 0.55
C -2.90 -1.75 0.85
C -4.18 -2.28 0.77
C -5.24 -1.47 0.39
C -5.02 -0.14 0.08
H -5.84 0.50 -0.22
H -6.24 -1.88 0.34
H -4.35 -3.32 1.00
H -2.07 -2.37 1.15
H -1.69 0.00 0.65
H -0.32 0.33 -1.66
H 1.33 -1.15 -1.77
C 3.74 -2.26 -1.22
H 4.46 -1.97 -1.99
H 2.98 -2.89 -1.69
H 4.26 -2.84 -0.47
H 4.78 -0.64 0.67
H 4.54 0.96 2.62
H 4.78 2.24 1.44
H 3.36 2.28 2.49
*
```

Properties
Energy above the lowest of the compared OMol25 structures with the same formula, charge and spin (eV): 0.099
E_tot (Eh): -1148.10649
Kohn-Sham gap (Ha): 0.3358
Structure (SMILES): Cc1cc(C)cc(NC(=O)CSc2ccccc2)c1
HOMO energy (eV): -8.479